39
Properties=species:S:1:pos:R:3:forces:R:3 method="wB97M-V/def2-TZVPD" relative_energy_kcal_mol=181.86 fmax_ev_per_a=7.5 spin_multiplicity=1 e_lumo_ev=-0.5 total_energy_ha=-993.48342 charge=0
H -2.230 0.275 0.860 0.0 -2.9 -3.5
O 2.882 1.034 -1.131 -0.6 -0.6 -1.0
H -0.679 0.692 -1.040 -0.4 1.7 0.0
H 0.137 -0.353 -0.567 1.3 -1.6 -0.7
O 1.633 1.046 1.451 -2.2 5.7 -3.7
H -3.465 -0.783 0.193 1.2 0.1 -1.6
H 2.822 -0.361 3.151 2.6 1.2 0.9
O -2.319 0.899 1.490 -2.0 4.5 5.6
O -0.652 1.543 -1.517 -4.8 -2.7 0.0
H 0.803 0.653 0.859 2.8 1.5 1.4
H -1.129 1.279 -2.316 0.0 0.5 -0.2
H 0.833 -3.499 -1.221 -1.7 -7.0 0.6
H 1.725 -0.167 -2.510 1.1 0.8 0.3
H 1.559 0.024 2.454 1.2 -1.4 1.1
H 0.902 -1.331 -2.563 -0.3 -2.4 0.0
H 1.065 2.164 -2.889 0.4 -1.2 -3.2
O 1.153 -2.708 -1.373 4.5 5.9 0.3
H -1.741 -3.447 -0.922 2.1 2.8 -1.5
H -0.310 -2.699 -1.029 1.2 0.5 1.0
O -0.181 0.013 0.244 -0.3 2.9 -3.1
H -2.353 -1.083 -0.954 -0.1 -1.0 0.0
H -0.248 -0.539 0.931 -0.9 -4.5 4.2
H 2.914 0.938 -0.152 -0.9 0.4 -1.1
O 1.130 2.687 -2.142 0.0 2.0 1.7
O -0.831 3.111 1.319 -0.6 1.1 -6.0
H -0.241 -2.262 3.291 -1.2 1.6 -0.1
H 0.168 2.359 -1.789 3.1 1.6 -0.1
O 0.844 -0.427 -2.753 -0.8 1.6 -0.4
H -1.124 2.292 0.852 0.1 1.0 0.9
H -3.266 1.230 1.581 2.1 -0.8 -0.5
O -1.167 -2.675 -1.374 -6.3 -2.6 0.5
H 2.043 1.474 -1.593 1.9 0.3 2.4
O 2.060 -0.774 2.865 -3.4 -1.2 -0.7
H -1.512 -1.041 3.241 2.5 -2.3 -0.8
H -0.686 2.882 2.158 0.8 -1.6 5.2
H 1.507 2.128 1.094 0.5 -4.4 1.9
O -2.781 -0.404 -0.431 -1.9 -0.5 0.1
H 1.619 -2.484 -0.545 0.3 0.1 -0.5
O -0.869 -1.705 2.759 -1.2 1.1 0.4